The following is a quantum chemistry calculation of a 9-piece molecular cluster, CH20O9 overall in a non-equilibrium geometry, from the OMol25 dataset.

Last column: Löwdin charge in e.
Atoms and positions in Å:
O (-2.3784, 0.6331, -1.5821)  0.192
H (-1.6274, 0.9141, -0.9671)  0.041
H (-3.1004, 1.0531, -1.1611)  0.112
H (-2.6274, -0.4219, -1.6631)  0.237
C (0.8836, -0.0319, -0.1751)  -0.165
O (-0.2454, 0.7411, -0.6421)  -0.421
H (1.6486, 0.7921, 0.3119)  0.140
H (1.4186, -0.4389, -1.0401)  0.069
H (0.5866, -0.8459, 0.3719)  0.006
O (-1.7404, -1.7999, -0.4731)  0.034
H (-2.0964, -1.6839, 0.3529)  0.001
H (-0.9054, -1.4329, -0.3141)  -0.015
O (0.9776, -2.8169, 1.6859)  -0.001
H (0.4776, -3.4839, 1.9499)  -0.046
H (0.3336, -2.1129, 1.8599)  -0.012
O (0.7596, -0.4389, -3.2671)  0.042
H (0.7276, -0.5009, -2.3181)  -0.017
H (0.8416, 0.3141, -3.6291)  -0.076
O (0.8986, 3.2341, -1.3311)  -0.144
H (0.6676, 2.2361, -1.0411)  0.046
H (0.1016, 3.7331, -1.5651)  0.010
O (-0.8894, 1.7121, 1.9329)  -0.006
H (-0.6704, 1.4421, 1.1309)  -0.102
H (-1.8444, 2.0391, 1.7979)  0.112
O (-0.8224, -0.8799, 2.8499)  -0.023
H (-0.9304, 0.0151, 2.6349)  -0.038
H (-1.7004, -1.2659, 2.6539)  0.064
O (4.0606, -0.0599, 0.5019)  -0.107
H (3.2406, 0.3941, 0.3009)  -0.038
H (3.9536, -1.0399, 0.8339)  0.105

Summary:
**HOMO energy**: -9.62 eV
**Charge**: 0
**Spin multiplicity**: 1
**LUMO energy**: -0.0419 Eh
**ΔE to the lowest compared entry with this formula, charge and spin**: 137.9 kcal per mole

---

The following is a quantum chemistry calculation of CH21O10 as an isolated structure in a non-equilibrium geometry, from the OMol25 dataset.

Last column: Löwdin charge in e.
Atoms and positions in Å:
C (0.2136, -0.0625, -0.5317)  -0.158
O (0.2143, 0.5243, 0.6919)  -0.349
H (1.2389, -0.0756, -0.9013)  0.097
H (-0.0808, -1.1120, -0.5316)  0.073
H (-0.5019, 0.4463, -1.1777)  0.088
O (2.1886, -0.5517, -2.7778)  -0.050
H (1.3863, -0.2309, -3.1897)  0.038
H (1.9053, -1.2981, -2.2497)  0.020
O (-1.3030, 2.0673, -1.9306)  0.051
H (-1.9052, 2.6054, -1.4168)  0.113
H (-1.5883, 1.1678, -1.7702)  0.077
O (0.5466, -2.9169, 0.0229)  -0.035
H (1.0586, -3.6252, 0.4133)  0.092
H (1.0847, -2.1351, 0.1474)  0.052
O (-1.7959, 0.6944, 1.2323)  -0.049
H (-0.9162, 0.8515, 0.8891)  -0.173
H (-2.2437, 1.5352, 1.1387)  0.036
O (0.2462, 2.6040, -0.6335)  -0.063
H (-0.3777, 2.5288, -1.3555)  -0.188
H (0.5206, 1.7038, -0.4587)  -0.014
O (2.1408, 0.4843, 1.4313)  -0.045
H (2.5798, 0.9239, 0.7031)  0.026
H (1.2452, 0.3456, 1.1231)  -0.228
O (-0.2460, -1.4215, 1.8749)  -0.080
H (-0.0710, -0.9400, 1.0663)  -0.044
H (-1.1532, -1.2058, 2.0911)  0.045
O (-1.7593, -2.4495, 0.4429)  -0.085
H (-2.0796, -3.2624, 0.0521)  0.026
H (-0.8137, -2.4686, 0.2956)  -0.085
O (0.0265, 2.1384, 1.8315)  -0.090
H (0.3269, 1.4836, 2.4617)  0.048
H (-0.0879, 1.6513, 1.0154)  -0.144

Summary:
**HOMO energy**: -4.54 eV
**Charge**: -1
**Spin multiplicity**: 1
**LUMO energy**: 0.1002 Eh
**ΔE to the lowest compared entry with this formula, charge and spin**: 269.9 kcal per mole

---

The following is a quantum chemistry calculation of a 11-piece molecular cluster, CH23O11 overall in a non-equilibrium geometry, from the OMol25 dataset.

Last column: Löwdin charge in e.
Atoms and positions in Å:
C (15.0905, -18.9260, 11.9021)  -0.338
O (13.8441, -19.2327, 11.4069)  -0.384
H (15.8492, -19.6787, 11.6878)  0.043
H (15.4667, -17.9742, 11.5270)  0.031
H (15.0140, -18.8845, 12.9886)  0.034
O (11.3961, -19.3844, 9.9853)  -0.077
H (12.2629, -19.1876, 10.3404)  -0.034
H (11.4474, -20.3034, 9.7226)  0.005
O (18.3214, -20.6854, 9.5951)  -0.048
H (17.4712, -21.0844, 9.7799)  0.004
H (18.1161, -19.9226, 9.0545)  0.041
O (12.3821, -20.4429, 13.9228)  -0.058
H (12.8846, -20.2886, 13.1229)  -0.014
H (12.1907, -21.3807, 13.9088)  0.025
O (12.7448, -17.0454, 13.7592)  -0.059
H (13.0998, -17.8523, 13.3864)  -0.013
H (12.8114, -16.4044, 13.0515)  0.025
O (16.8030, -18.2289, 15.0109)  -0.056
H (16.1878, -17.6078, 14.6210)  0.022
H (16.2593, -18.7898, 15.5641)  0.030
O (14.3290, -21.3562, 9.0401)  -0.065
H (13.5707, -21.3709, 8.4561)  0.018
H (14.1030, -20.7115, 9.7106)  -0.014
O (14.8664, -15.9714, 10.2112)  -0.058
H (15.1931, -16.8206, 10.5086)  -0.023
H (15.4550, -15.3333, 10.6144)  0.023
O (18.1780, -20.8824, 12.5607)  -0.048
H (18.1728, -21.2805, 11.6902)  -0.004
H (18.3765, -19.9597, 12.4014)  0.045
O (15.7279, -21.7732, 14.0412)  -0.055
H (16.5785, -21.4379, 13.7579)  -0.011
H (15.1568, -21.0050, 14.0465)  0.004
O (16.3444, -22.8220, 10.9301)  -0.044
H (15.7057, -23.5206, 10.7882)  0.041
H (15.9516, -22.2715, 11.6075)  0.009

Summary:
**HOMO energy**: -4.65 eV
**Charge**: -1
**Spin multiplicity**: 1
**LUMO energy**: 0.1066 Eh
**ΔE to the lowest compared entry with this formula, charge and spin**: 30.0 kcal per mole

---

The following is a quantum chemistry calculation of a 11-piece molecular cluster, CH23O11 overall in a non-equilibrium geometry, from the OMol25 dataset.

Last column: Löwdin charge in e.
Atoms and positions in Å:
C (-26.5365, 10.8781, 29.5303)  -0.264
O (-26.5144, 10.1529, 30.7148)  -0.438
H (-26.3778, 11.9625, 29.9938)  0.131
H (-27.4937, 10.6618, 29.0563)  0.058
H (-25.7728, 10.7352, 28.7160)  0.057
O (-25.0262, 11.1170, 26.0748)  -0.070
H (-24.6795, 10.4692, 26.6663)  -0.050
H (-25.4470, 10.4191, 25.5346)  0.045
O (-23.4916, 9.5464, 30.0226)  -0.015
H (-23.2260, 8.7234, 30.3973)  0.050
H (-24.4243, 9.6477, 29.9403)  -0.011
O (-25.5677, 8.5612, 32.5291)  -0.036
H (-25.9212, 9.0500, 31.8740)  -0.114
H (-26.2256, 8.0978, 33.0724)  0.044
O (-28.5773, 9.1162, 31.8217)  0.062
H (-27.9346, 9.5539, 31.3603)  -0.079
H (-28.7786, 9.2294, 32.6104)  -0.101
O (-29.8018, 10.6668, 27.4660)  -0.138
H (-29.4673, 9.7165, 27.6851)  0.067
H (-29.0486, 11.2881, 27.6077)  -0.029
O (-24.6269, 8.5209, 26.9387)  -0.137
H (-24.2046, 7.5204, 26.7267)  0.165
H (-25.0194, 8.5017, 27.8355)  0.015
O (-26.9487, 7.6640, 29.4509)  -0.135
H (-27.9171, 7.7476, 29.0235)  0.105
H (-26.7282, 8.5229, 29.8848)  -0.026
O (-27.8554, 12.5600, 27.4515)  -0.077
H (-27.0712, 12.1372, 27.8632)  0.008
H (-27.5070, 12.8165, 26.5648)  0.077
O (-22.1883, 10.7294, 27.9783)  -0.073
H (-22.8630, 10.2616, 28.4050)  -0.072
H (-22.3231, 11.6849, 28.2167)  0.066
O (-27.7092, 11.9261, 32.3506)  0.023
H (-27.2790, 11.2760, 31.8082)  -0.029
H (-27.2644, 12.1039, 33.0485)  -0.082

Summary:
**HOMO energy**: -5.63 eV
**Charge**: -1
**Spin multiplicity**: 1
**LUMO energy**: 0.0996 Eh
**ΔE to the lowest compared entry with this formula, charge and spin**: 90.2 kcal per mole

---

The following is a quantum chemistry calculation of a 11-piece molecular cluster, CH24O11 overall in a non-equilibrium geometry, from the OMol25 dataset.

Last column: Löwdin charge in e.
Atoms and positions in Å:
O (-0.5833, 3.2519, 0.2380)  0.231
H (-0.3606, 2.3096, -0.2077)  0.077
H (-1.3779, 3.6446, -0.1559)  0.161
H (0.1815, 3.8479, 0.2158)  0.159
C (-0.0113, -0.0918, -0.0907)  -0.241
O (0.0276, 1.0554, -0.9000)  -0.370
H (-0.9272, -0.0649, 0.5160)  0.052
H (-0.0822, -0.9843, -0.7297)  0.068
H (0.8167, -0.2407, 0.6140)  0.065
O (-0.4378, 0.1286, -4.0587)  -0.055
H (-0.1056, 0.9439, -4.4429)  0.043
H (0.0345, 0.0469, -3.2266)  -0.017
O (-2.7426, 0.0240, -2.0867)  -0.064
H (-2.6247, -0.7469, -2.6487)  0.027
H (-1.8511, 0.2309, -1.7680)  -0.019
O (-3.5875, 0.5478, 1.3756)  -0.055
H (-2.7692, 0.0960, 1.1449)  -0.007
H (-3.6078, 0.5357, 2.3380)  0.036
O (1.0698, 1.9824, 3.1112)  -0.065
H (1.6163, 1.3183, 2.6735)  0.016
H (1.6750, 2.4490, 3.6949)  0.034
O (1.5242, -1.3930, 3.2886)  -0.070
H (2.3834, -1.6908, 2.9750)  0.035
H (0.8878, -1.7264, 2.6350)  -0.017
O (2.1898, 0.4338, -2.8496)  -0.065
H (1.4515, 0.8502, -2.3686)  0.002
H (2.4022, -0.3494, -2.3302)  0.055
O (-0.6569, -2.7312, 2.1693)  -0.055
H (-0.5943, -2.9568, 1.2232)  0.004
H (-1.5999, -2.6416, 2.3392)  0.055
O (3.0054, 1.5329, -0.2704)  -0.073
H (2.0433, 1.4382, -0.2437)  -0.020
H (3.2400, 1.2727, -1.1694)  0.010
O (0.1425, -3.9520, -0.2573)  -0.047
H (-0.5274, -3.6192, -0.8671)  0.052
H (-0.2441, -4.7515, 0.1198)  0.060

Summary:
**HOMO energy**: -9.57 eV
**Charge**: 0
**Spin multiplicity**: 1
**LUMO energy**: -0.0179 Eh
**ΔE to the lowest compared entry with this formula, charge and spin**: 44.7 kcal per mole

---

The following is a quantum chemistry calculation of CH25O11 as an isolated structure in a non-equilibrium geometry, from the OMol25 dataset.

Last column: Löwdin charge in e.
Atoms and positions in Å:
O (0.4656, -1.3469, 2.1223)  0.233
H (0.4490, -1.1243, 1.1887)  -0.146
H (0.9024, -0.6030, 2.5435)  0.176
H (-0.4076, -1.3965, 2.5181)  0.131
O (2.5986, -0.4372, -0.4748)  0.315
H (1.7434, -0.3787, -0.0425)  -0.301
H (2.6050, -1.3046, -0.8862)  0.147
H (2.7828, 0.2531, -1.1160)  0.184
C (-0.1148, -0.0888, -0.2619)  0.013
O (1.0016, -0.4102, 0.5581)  -0.126
H (-0.3216, -0.9521, -0.8944)  0.089
H (-0.9877, -0.0880, 0.3909)  0.061
H (-0.0133, 0.8642, -0.7811)  0.102
O (0.2304, -2.3380, -2.4266)  -0.006
H (1.1686, -2.3918, -2.2451)  0.029
H (-0.0818, -1.6264, -1.8677)  -0.022
O (-1.1547, -0.0031, 2.1372)  -0.064
H (-1.2448, 0.9403, 2.0025)  0.083
H (-1.7936, -0.3928, 1.5403)  -0.164
O (-2.5253, -1.0694, 0.8497)  0.085
H (-2.4371, -1.9227, 0.4250)  0.140
H (-2.8650, -1.2695, 1.7220)  0.133
O (0.0553, 1.7999, -2.9158)  -0.065
H (-0.1151, 1.7799, -1.9741)  -0.106
H (-0.7104, 1.3795, -3.3072)  0.039
O (0.8640, -2.7341, 0.0118)  0.003
H (1.4057, -2.7447, -0.7773)  0.032
H (0.5647, -1.8279, 0.0852)  -0.031
O (1.9134, 1.3047, 1.0525)  0.021
H (1.3060, 2.0265, 1.2148)  0.050
H (1.3731, 0.6204, 0.6575)  -0.214
O (-0.1516, 2.8275, -1.0875)  -0.077
H (-0.6006, 2.4768, -0.3183)  -0.125
H (0.1405, 3.6985, -0.8187)  0.108
O (-1.7457, 2.2744, 0.1331)  0.071
H (-2.0557, 1.3844, 0.3009)  0.070
H (-2.2438, 2.8206, 0.7412)  0.130

Summary:
**HOMO energy**: -12.85 eV
**Charge**: +1
**Spin multiplicity**: 1
**LUMO energy**: -0.1330 Eh
**ΔE to the lowest compared entry with this formula, charge and spin**: 344.2 kcal per mole

---

no.,Kohn-Sham gap (hartree)
1,0.3117
2,0.2672
3,0.2774
4,0.3067
5,0.3338
6,0.3394